1.
H2NO3PS3 as an isolated structure at a distorted geometry. Source: the Open Molecules 2025 dataset; level of theory: wB97M-V/def2-TZVPD.

Properties
Electronic energy in eV: -49458.640
ΔE to the lowest compared entry with this formula, charge and spin in kJ/mol: 22.96
Largest force on an atom in hartree/bohr: 0.138
HOMO level in eV: -10.5
LUMO level in Eh: -0.0528

Geometry as XYZ:
```
10
Properties=species:S:1:pos:R:3:forces:R:3
N 0.716 0.996 -0.361 -1.2 0.7 0.3
O -1.540 2.024 -0.311 -0.3 1.3 0.6
O -1.367 -0.215 -1.103 -0.5 -1.2 -1.6
O -0.941 0.028 1.228 6.0 2.6 -2.7
P 1.682 -0.175 -0.088 2.0 -1.9 0.9
S 3.393 0.074 0.786 -1.5 -0.5 -1.1
S 0.892 -2.050 -0.654 1.5 1.2 0.7
S -0.861 0.804 -0.251 -0.1 -0.8 1.7
H -1.726 -0.179 1.573 -5.3 -1.0 1.6
H -0.246 -1.306 -0.819 -0.5 -0.5 -0.5
```
Forces are in eV/Å.


2.
C6H11N2O2P as an isolated structure at a distorted geometry. Source: the Open Molecules 2025 dataset; level of theory: wB97M-V/def2-TZVPD.

Properties
Electronic energy in eV: -22763.161
ΔE to the lowest compared entry with this formula, charge and spin in kJ/mol: 74.59
Largest force on an atom in hartree/bohr: 0.075
HOMO level in eV: -8.8
LUMO level in Eh: 0.0029

Geometry as XYZ:
```
22
Properties=species:S:1:pos:R:3:forces:R:3
C -2.103 -0.870 -1.378 0.5 0.1 -0.1
C -0.751 -0.781 -1.323 -0.2 -0.1 -0.4
C -1.637 -0.519 0.677 0.0 0.1 0.1
C -1.732 -0.305 2.141 0.0 0.0 0.1
C 1.352 1.784 -0.880 0.1 0.0 -0.6
C 2.033 0.439 -0.652 -0.3 -0.1 0.4
N -2.637 -0.693 -0.128 -0.4 0.0 0.4
N -0.425 -0.548 0.003 -0.2 -0.1 0.0
O 0.822 2.124 0.391 -0.1 0.6 0.4
O 1.911 -2.395 0.313 -1.4 3.5 0.0
P 1.077 -0.319 0.752 1.7 -3.4 -0.7
H -2.739 -1.045 -2.222 0.0 -0.1 -0.2
H -0.002 -0.902 -2.078 0.1 0.0 -0.1
H -1.159 0.571 2.441 0.0 0.0 0.1
H -2.776 -0.169 2.409 0.0 0.0 0.0
H -1.341 -1.173 2.672 0.0 0.0 0.1
H 0.541 1.691 -1.615 0.1 0.0 0.1
H 2.053 2.553 -1.231 -0.1 -0.2 0.1
H 3.055 0.569 -0.292 -0.1 -0.1 0.0
H 2.060 -0.203 -1.529 0.0 0.0 0.0
H 0.287 2.927 0.345 0.1 -0.2 0.0
H 2.112 -2.735 1.183 0.0 0.0 0.5
```
Forces are in eV/Å.


3.
A 2-piece molecular cluster, C6H16N2O overall at a distorted geometry. Source: the Open Molecules 2025 dataset; level of theory: wB97M-V/def2-TZVPD.

Properties
Electronic energy in eV: -11505.317
ΔE to the lowest compared entry with this formula, charge and spin in kJ/mol: 457.10
Largest force on an atom in hartree/bohr: 0.090
HOMO level in eV: -7.9
SMILES: CNN(C)C(C)C.C=O
LUMO level in Eh: 0.0299

Geometry as XYZ:
```
25
Properties=species:S:1:pos:R:3:forces:R:3
C -1.347 0.293 -0.027 2.2 0.7 -0.2
C 0.759 -0.153 2.081 -0.2 0.3 0.0
C -1.966 1.272 -1.000 0.1 -0.1 0.0
C -2.014 -1.071 -0.072 0.7 -0.1 -0.2
N 1.019 -0.515 0.700 -1.2 -0.5 -0.2
H 0.774 -1.491 0.518 0.1 0.2 0.1
H -1.409 0.706 0.981 0.0 0.0 -0.1
H -0.280 -0.247 2.411 0.0 -0.2 0.0
H 1.398 -0.759 2.723 0.0 -0.1 0.0
H 1.017 0.894 2.249 0.2 0.0 -0.2
H -1.445 2.224 -0.960 0.0 0.1 -0.1
H -1.583 -1.766 0.649 0.0 0.0 0.1
H -1.945 0.880 -2.017 0.1 0.1 -0.1
H -3.017 1.443 -0.755 0.0 0.0 0.1
H -1.925 -1.521 -1.063 0.0 0.0 0.0
H -3.083 -0.995 0.146 0.1 0.2 0.0
C 0.656 -0.203 -1.609 0.2 0.0 0.1
N 0.395 0.348 -0.277 -4.3 -1.4 1.0
C 2.994 0.425 0.317 -2.4 1.1 -1.3
O 3.627 -0.321 -0.383 0.6 0.2 -0.3
H 1.929 1.084 -0.149 3.9 -0.7 1.4
H 3.217 0.476 1.406 0.0 0.4 -0.1
H 0.334 0.521 -2.352 -0.2 0.0 0.0
H 1.723 -0.352 -1.744 0.2 0.0 0.1
H 0.171 -1.171 -1.774 -0.1 0.0 0.0
```
Forces are in eV/Å.